No. 1
Molecular formula: C4H6N3O
Method: DFT, ωB97M-V with the def2-TZVPD basis set

Its structure (SMILES) is [H]/N=C/C=C\C(=[NH2+])N=O. Its calculated total energy is -10751.3341 eV. For the frontier orbital gap (alpha / beta), the calculation gives 7.91 / 7.91 eV. Its LUMO energy (alpha / beta) is -0.2047 / -0.2047 Eh. Its relative energy (zero: lowest compared OMol25 entry of this formula, charge and spin) is 90.6 kcal/mol. The total charge is +1.

CARTESIAN COORDINATES (ANGSTROEM)
1 C 1.673 -0.176 -0.097
2 C 0.565 -0.951 0.012
3 C 1.593 1.232 -0.043
4 C -0.823 -0.575 0.064
5 N 0.460 1.804 0.067
6 N -1.190 0.698 -0.021
7 N -1.764 -1.510 -0.032
8 O -2.163 1.408 -0.072
9 H 2.592 -0.585 -0.202
10 H 0.802 -1.944 0.124
11 H 2.463 1.744 -0.043
12 H 0.152 2.730 0.274
13 H -1.666 -2.407 0.433
14 H -2.692 -1.468 -0.463

No. 2
Molecular formula: C4H6N3O
Method: DFT, ωB97M-V with the def2-TZVPD basis set

Its structure (SMILES) is C[N+]1=C2O[C@@H]2N=NC1. Its calculated total energy is -10748.8581 eV. For the frontier orbital gap (alpha / beta), the calculation gives 7.74 / 7.35 eV. Its LUMO energy (alpha / beta) is -0.2512 / -0.2746 Eh. Its relative energy (zero: lowest compared OMol25 entry of this formula, charge and spin) is 147.7 kcal/mol. The total charge is +1.

CARTESIAN COORDINATES (ANGSTROEM)
1 C -0.600 1.164 0.152
2 C 0.092 -1.117 0.544
3 C -1.793 0.681 -0.512
4 C 1.866 0.481 -0.303
5 N -1.070 -1.449 -0.237
6 N -1.822 -0.720 -0.726
7 N 0.551 0.202 0.243
8 O -1.712 0.807 0.874
9 H -0.274 -1.053 1.568
10 H 0.790 -1.918 0.536
11 H -2.565 1.371 -1.126
12 H 2.423 -0.370 0.063
13 H 2.213 1.298 0.308
14 H 1.901 0.624 -1.382

No. 3
Molecular formula: C4H6N3O3S
Method: DFT, ωB97M-V with the def2-TZVPD basis set

Its calculated total energy is -25678.5719 eV. For the frontier orbital gap (alpha / beta), the calculation gives 6.41 / 7.62 eV. Its LUMO energy (alpha / beta) is -0.2783 / -0.2397 Eh. Its relative energy (zero: lowest compared OMol25 entry of this formula, charge and spin) is 2.3 kcal/mol. The total charge is +1.

CARTESIAN COORDINATES (ANGSTROEM)
1 C 1.033 1.007 0.169
2 C 1.692 -0.037 -0.448
3 C -0.500 -0.227 -0.914
4 C -1.349 1.600 0.399
5 N -0.317 0.766 -0.084
6 N 0.744 -0.703 -1.263
7 N 3.068 -0.358 -0.428
8 O 3.851 0.173 0.364
9 O 3.374 -1.163 -1.267
10 O -2.897 -1.940 1.284
11 S -3.033 -1.903 -0.304
12 H 1.261 1.676 0.879
13 H -1.332 1.873 1.562
14 H -1.431 2.519 -0.157
15 H -2.298 1.011 0.211
16 H 1.088 -1.492 -1.752
17 H -2.953 -2.802 1.748

No. 4
Molecular formula: C4H6N4
Method: DFT, ωB97M-V with the def2-TZVPD basis set

Its structure (SMILES) is [H]/N=c1/nc2n([nH]1)CC2. Its calculated total energy is -10202.3002 eV. For the frontier orbital gap, the calculation gives 9.52 eV. Its LUMO energy is 0.0290 Eh. Its relative energy (zero: lowest compared OMol25 entry of this formula, charge and spin) is 83.9 kcal/mol. The total charge is 0.

CARTESIAN COORDINATES (ANGSTROEM)
1 C -0.736 1.057 -1.354
2 C -0.186 0.470 0.616
3 C -0.012 -0.241 1.839
4 C 0.735 -1.353 1.006
5 H -1.137 1.502 -3.289
6 H -0.899 -0.562 2.406
7 H 0.797 0.211 2.418
8 H 0.037 -2.205 0.753
9 H 1.643 -1.802 1.276
10 H 0.907 0.135 -2.017
11 N -1.095 1.835 -2.229
12 N -1.045 1.258 0.058
13 N 0.767 -0.259 -0.093
14 N 0.227 -0.048 -1.392

No. 5
Molecular formula: C4H6N4
Method: DFT, ωB97M-V with the def2-TZVPD basis set

Its structure (SMILES) is C=c1nnc(=C)n1N. Its calculated total energy is -10200.3504 eV. For the frontier orbital gap (alpha / beta), the calculation gives 7.86 / 7.35 eV. Its LUMO energy (alpha / beta) is -0.0317 / -0.0209 Eh. Its relative energy (zero: lowest compared OMol25 entry of this formula, charge and spin) is 128.9 kcal/mol. The total charge is 0.

CARTESIAN COORDINATES (ANGSTROEM)
1 C 0.071 1.274 -0.178
2 C -1.060 -0.524 0.472
3 C 1.174 2.275 -0.831
4 C -1.419 -1.821 0.682
5 N -1.132 1.615 0.210
6 N -1.811 0.573 0.681
7 N 0.218 -0.108 -0.047
8 N 1.310 -0.883 -0.327
9 H 2.041 1.716 -0.581
10 H 0.940 3.296 -1.240
11 H -0.780 -2.567 0.374
12 H -2.461 -1.872 1.127
13 H 1.779 -1.339 0.575
14 H 1.130 -1.635 -0.915

No. 6
Molecular formula: C4H6N4
Method: DFT, ωB97M-V with the def2-TZVPD basis set

Its structure (SMILES) is [H]/N=C(/N)n1ccnc1. Its calculated total energy is -10205.1853 eV. For the frontier orbital gap, the calculation gives 10.14 eV. Its LUMO energy is 0.0299 Eh. Its relative energy (zero: lowest compared OMol25 entry of this formula, charge and spin) is 17.4 kcal/mol. The total charge is 0.

CARTESIAN COORDINATES (ANGSTROEM)
1 C -0.830 -0.958 0.142
2 C 1.316 0.157 -0.787
3 C 1.675 1.486 -0.782
4 C -0.179 1.414 0.349
5 H -0.590 -1.220 2.259
6 H -1.749 -1.965 1.467
7 H -1.049 -1.397 -1.719
8 H 1.697 -0.694 -1.311
9 H 2.495 1.998 -1.234
10 H -1.015 1.639 1.025
11 N -1.296 -1.134 1.470
12 N -1.301 -1.675 -0.790
13 N 0.104 0.096 0.004
14 N 0.721 2.253 -0.096

No. 7
Molecular formula: C4H6N4
Method: DFT, ωB97M-V with the def2-TZVPD basis set

Its structure (SMILES) is c1c[nH]cn[nH]cn1. Its calculated total energy is -10201.7540 eV. For the frontier orbital gap, the calculation gives 8.39 eV. Its LUMO energy is 0.0200 Eh. Its relative energy (zero: lowest compared OMol25 entry of this formula, charge and spin) is 96.5 kcal/mol. The total charge is 0.

CARTESIAN COORDINATES (ANGSTROEM)
1 C 0.552 0.909 1.258
2 C 1.477 0.063 0.754
3 C 0.858 -1.009 -1.251
4 C -1.632 0.298 0.235
5 H -1.309 1.559 1.701
6 H 0.795 1.653 2.005
7 H 2.512 0.268 1.232
8 H 1.323 -1.808 -1.966
9 H -0.722 -1.200 -2.543
10 H -2.786 0.265 0.279
11 N -0.745 0.976 0.931
12 N 1.618 -0.881 -0.115
13 N -0.467 -0.800 -1.596
14 N -1.473 -0.293 -0.924

No. 8
Molecular formula: C4H6N4
Method: DFT, ωB97M-V with the def2-TZVPD basis set

Its calculated total energy is -10199.6305 eV. For the frontier orbital gap, the calculation gives 8.54 eV. Its LUMO energy is -0.0040 Eh. Its relative energy (zero: lowest compared OMol25 entry of this formula, charge and spin) is 145.5 kcal/mol. The total charge is 0.

CARTESIAN COORDINATES (ANGSTROEM)
1 C 2.466 -0.919 0.158
2 C 1.164 -0.341 -0.084
3 C -1.205 -0.407 0.155
4 C 0.163 1.685 -0.189
5 H 2.465 -2.012 0.108
6 H 3.382 -0.452 -0.435
7 H -0.218 -2.125 -0.064
8 H -3.158 -0.163 -0.051
9 H -1.856 1.818 -0.013
10 H 0.324 2.733 -0.381
11 N -0.118 -1.070 0.219
12 N -2.423 -0.965 -0.492
13 N -1.069 0.976 0.653
14 N 1.257 1.073 -0.295

No. 9
Molecular formula: C4H6N4
Method: DFT, ωB97M-V with the def2-TZVPD basis set

Its structure (SMILES) is [H]/N=C1/NN=C[C@H]2N[C@H]12. Its calculated total energy is -10200.6403 eV. For the frontier orbital gap, the calculation gives 9.91 eV. Its LUMO energy is 0.0302 Eh. Its relative energy (zero: lowest compared OMol25 entry of this formula, charge and spin) is 122.2 kcal/mol. The total charge is 0.

CARTESIAN COORDINATES (ANGSTROEM)
1 C -1.198 0.007 -0.015
2 C 1.444 -0.984 0.058
3 C 0.959 0.343 0.462
4 C 0.014 0.695 -0.549
5 H -2.350 1.288 -0.058
6 H -1.455 -1.966 -0.213
7 H 2.359 -1.366 -0.338
8 H 0.840 0.547 1.498
9 H 0.760 2.309 0.603
10 H 0.294 0.218 -1.434
11 N -2.378 0.320 0.110
12 N -0.777 -1.277 0.159
13 N 0.444 -1.771 -0.144
14 N 1.043 1.638 -0.138

No. 10
Molecular formula: C4H6N4
Method: DFT, ωB97M-V with the def2-TZVPD basis set

Its structure (SMILES) is C1=NN[C@H]2C=NN[C@H]12. Its calculated total energy is -10199.7786 eV. For the frontier orbital gap, the calculation gives 9.67 eV. Its LUMO energy is 0.0289 Eh. Its relative energy (zero: lowest compared OMol25 entry of this formula, charge and spin) is 142.1 kcal/mol. The total charge is 0.

CARTESIAN COORDINATES (ANGSTROEM)
1 C 0.218 -1.197 1.272
2 C -0.424 -0.427 0.209
3 C 0.143 1.159 -1.334
4 C 0.706 0.508 -0.160
5 H 0.007 1.239 1.594
6 H -0.034 -2.170 1.799
7 H -1.010 0.328 0.736
8 H -1.762 -1.402 -1.416
9 H 0.228 1.914 -2.228
10 H 1.566 -0.148 -0.436
11 N 1.014 0.943 1.187
12 N 0.976 -0.374 1.840
13 N -0.855 -0.741 -1.224
14 N -0.774 0.369 -1.839

No. 11
Molecular formula: C4H6N4O
Method: DFT, ωB97M-V with the def2-TZVPD basis set

Its calculated total energy is -12246.0586 eV. For the frontier orbital gap, the calculation gives 8.55 eV. Its LUMO energy is 0.0244 Eh. Its relative energy (zero: lowest compared OMol25 entry of this formula, charge and spin) is 159.6 kcal/mol. The total charge is 0.

CARTESIAN COORDINATES (ANGSTROEM)
1 C 1.640 -0.155 -0.305
2 C 0.164 -0.316 -0.372
3 C -2.109 0.222 -0.106
4 C -0.735 0.814 -0.063
5 H 3.369 -0.995 0.540
6 H 1.659 -1.804 1.247
7 H -2.698 -2.094 -0.645
8 H -2.906 0.408 0.166
9 H -0.400 2.660 1.106
10 H 0.687 2.230 -0.312
11 N 2.158 -0.890 0.596
12 N -0.628 -1.458 -0.463
13 N -1.963 -1.134 -0.280
14 N -0.431 2.100 -0.042
15 O 2.194 0.414 -1.067

No. 12
Molecular formula: C4H6N4O2
Method: DFT, ωB97M-V with the def2-TZVPD basis set

Its spin multiplicity is 3. Its calculated total energy is -14290.6383 eV. For the frontier orbital gap (alpha / beta), the calculation gives 8.34 / 6.68 eV. Its LUMO energy (alpha / beta) is 0.0118 / -0.1083 Eh. Its relative energy (zero: lowest compared OMol25 entry of this formula, charge and spin) is 123.5 kcal/mol. The total charge is 0.

CARTESIAN COORDINATES (ANGSTROEM)
1 C -0.195 -0.037 -1.099
2 C -0.857 0.921 2.299
3 C -0.565 0.770 -2.238
4 C 1.039 -1.877 -0.206
5 N -0.515 1.292 3.411
6 N -0.615 1.678 4.470
7 N 0.611 -0.965 -1.204
8 N -0.144 0.611 1.275
9 O 1.120 0.724 1.108
10 O -0.846 0.356 0.091
11 H 0.138 1.463 -2.641
12 H -0.941 -0.007 -3.046
13 H -1.524 1.390 -2.242
14 H 1.479 -1.208 0.607
15 H -0.003 -2.486 0.028
16 H 1.817 -2.625 -0.613

Question: What is the total charge in the ninth record?
Answer: 0